Entry 1:
{"formula": "C24H41Br2Cl14F3NO5P2", "method": "ωB97M-V/def2-TZVPD", "symbols": ["C", "C", "O", "P", "O", "C", "C", "P", "C", "C", "C", "N", "C", "C", "O", "C", "C", "C", "C", "C", "F", "Br", "C", "F", "F", "Br", "O", "O", "C", "C", "H", "H", "H", "H", "H", "H", "H", "H", "H", "H", "H", "H", "H", "H", "H", "H", "H", "H", "H", "H", "H", "H", "H", "H", "H", "H", "H", "C", "Cl", "Cl", "H", "H", "C", "Cl", "Cl", "H", "H", "C", "Cl", "Cl", "H", "H", "C", "Cl", "Cl", "H", "H", "C", "Cl", "Cl", "H", "H", "C", "Cl", "Cl", "H", "H", "C", "Cl", "Cl", "H", "H"], "positions_angstrom": [[4.44760, -3.66414, -0.28912], [3.05997, -3.11390, -0.92246], [1.98190, -4.07113, -0.77198], [0.44973, -3.41384, -1.11063], [-0.22197, -4.38122, -2.12771], [0.46353, -1.71481, -1.91436], [-0.27823, -0.66669, -0.92059], [-0.73258, 0.99255, -1.77046], [-2.13910, 1.51071, -0.59465], [-3.25192, 2.53935, -1.01918], [-4.28178, 2.88679, 0.05837], [-4.41411, 2.44904, 1.39529], [-3.45690, 1.49432, 1.81899], [-2.34503, 1.03508, 0.87153], [0.51008, 0.91675, -3.01642], [1.56908, 1.84995, -2.62861], [1.49632, 2.39496, -1.07565], [2.87026, 1.97724, -0.36290], [3.31897, 2.93541, 0.83788], [2.43862, 2.81509, 2.16291], [3.18313, 3.50826, 3.20295], [0.72039, 3.84373, 2.00525], [2.22116, 1.32334, 2.70481], [1.97783, 1.43890, 4.11866], [1.06822, 0.72537, 2.16158], [3.78071, 0.12408, 2.51433], [0.34704, 1.69229, -0.55407], [-0.39320, -3.38215, 0.39325], [-1.32071, -4.49446, 0.48624], [-2.71171, -4.04693, -0.22184], [4.34590, -3.61325, 0.84313], [5.33864, -3.06291, -0.68193], [4.61981, -4.76090, -0.58883], [2.83131, -2.06115, -0.55463], [3.27048, -3.03957, -2.05750], [-0.20511, -1.77485, -2.84660], [1.47698, -1.35340, -2.27858], [0.35754, -0.54376, 0.01735], [-1.27800, -1.15054, -0.59803], [-1.71825, 0.44672, -2.68449], [-0.83628, 2.38007, -2.23600], [-3.28797, 3.00008, -2.06745], [-5.06368, 3.66612, -0.27165], [-3.49719, 1.09270, 2.87760], [-1.58689, 0.28304, 1.28844], [1.72307, 2.67443, -3.42417], [2.50224, 1.19606, -2.82191], [1.33453, 3.53074, -1.12959], [2.80350, 0.87448, -0.08609], [3.69890, 2.04975, -1.16417], [4.39413, 2.64241, 1.13797], [3.36352, 4.02388, 0.51166], [-1.60653, -4.69026, 1.58698], [-0.91782, -5.47951, 0.08604], [-2.47211, -3.53509, -1.22679], [-3.16653, -3.23816, 0.43687], [-3.40393, -4.93390, -0.39232], [-2.69884, -2.55287, -4.60783], [-4.42554, -2.34052, -4.28526], [-1.80679, -1.05428, -4.31227], [-2.30713, -3.33186, -3.95344], [-2.56796, -2.84516, -5.64852], [7.09484, -6.94297, 0.17733], [7.21724, -5.30469, 0.83379], [6.09378, -6.97942, -1.27940], [8.09435, -7.29769, -0.07205], [6.64899, -7.59254, 0.92898], [-3.15699, 5.74235, 1.78141], [-1.49438, 5.98154, 2.33359], [-3.52912, 6.77888, 0.39862], [-3.28649, 4.70098, 1.48800], [-3.83644, 5.98337, 2.59492], [11.09464, -9.20715, -0.20904], [10.25246, -7.79643, 0.44347], [9.96929, -10.31032, -1.00902], [11.83623, -8.87255, -0.93231], [11.58616, -9.73381, 0.60711], [-3.65900, 8.08257, 5.50509], [-2.84956, 8.87777, 4.14781], [-4.29325, 6.49903, 5.04472], [-2.94356, 7.95316, 6.31540], [-4.48481, 8.70864, 5.83879], [-7.36118, 7.33811, 0.82683], [-6.52325, 5.79392, 1.00225], [-7.10982, 8.36795, 2.24251], [-6.97812, 7.84985, -0.05473], [-8.42733, 7.15082, 0.71099], [-5.95201, -0.61680, -0.76339], [-4.27334, -1.03703, -1.10949], [-6.99569, -2.04616, -0.81417], [-6.00751, -0.17319, 0.22967], [-6.29737, 0.09937, -1.50710]], "multiplicity": 1, "homo_energy_ha": -0.1859, "homo_lumo_gap_ev": 6.6, "total_charge": -1}



Entry 2:
{"formula": "C6H12O", "method": "ωB97M-V/def2-TZVPD", "symbols": ["C", "C", "C", "C", "C", "C", "H", "H", "H", "H", "H", "H", "H", "H", "H", "H", "H", "H", "O"], "positions_angstrom": [[-2.31178, -0.69702, -1.00299], [-1.17645, -0.70469, -0.05727], [-1.41580, -0.90417, 1.30824], [0.15257, -0.42387, -0.55422], [0.18156, 1.09467, -0.48881], [0.86530, 1.73506, 0.45699], [-2.79564, 0.28133, -0.85497], [-3.06590, -1.44511, -0.76156], [-2.06076, -0.79721, -2.06198], [-2.39863, -0.87689, 1.78083], [-0.59472, -1.02056, 2.00422], [0.93745, -0.81828, 0.08538], [0.30311, -0.83085, -1.54894], [-0.37657, 1.62458, -1.24155], [1.35799, 1.18004, 1.25618], [1.06273, 2.80165, 0.49894], [3.95521, -0.77587, 0.10209], [3.96698, 0.68184, 0.54863], [3.41335, -0.10465, 0.53078]], "e_above_lowest_ev": 0.866, "s2": 0.76, "multiplicity": 2, "homo_energy_ha": [-0.5303, -0.5246], "homo_lumo_gap_ev": [10.2, 6.5], "total_charge": 1}



> Number 2 is which compound?

C6H12O



Repeat the second record exactly.
{"formula": "C6H12O", "method": "ωB97M-V/def2-TZVPD", "symbols": ["C", "C", "C", "C", "C", "C", "H", "H", "H", "H", "H", "H", "H", "H", "H", "H", "H", "H", "O"], "positions_angstrom": [[-2.31178, -0.69702, -1.00299], [-1.17645, -0.70469, -0.05727], [-1.41580, -0.90417, 1.30824], [0.15257, -0.42387, -0.55422], [0.18156, 1.09467, -0.48881], [0.86530, 1.73506, 0.45699], [-2.79564, 0.28133, -0.85497], [-3.06590, -1.44511, -0.76156], [-2.06076, -0.79721, -2.06198], [-2.39863, -0.87689, 1.78083], [-0.59472, -1.02056, 2.00422], [0.93745, -0.81828, 0.08538], [0.30311, -0.83085, -1.54894], [-0.37657, 1.62458, -1.24155], [1.35799, 1.18004, 1.25618], [1.06273, 2.80165, 0.49894], [3.95521, -0.77587, 0.10209], [3.96698, 0.68184, 0.54863], [3.41335, -0.10465, 0.53078]], "e_above_lowest_ev": 0.866, "s2": 0.76, "multiplicity": 2, "homo_energy_ha": [-0.5303, -0.5246], "homo_lumo_gap_ev": [10.2, 6.5], "total_charge": 1}